The following is a DFT calculation (ωB97M-V with the def2-TZVPD basis set) of one molecule with the formula C11H20O2.

Each line ends with the natural charge from an NBO analysis.
Positions of all 33 atoms, in Å:
C: -1.32538 -1.86357 -2.04079  -0.424
C: -1.77393 -1.00977 -1.06018  0.041
C: -2.97022 -0.18283 -1.39307  -0.445
C: -4.26473 -0.87247 -0.91921  -0.594
C: -1.24937 -1.00864 0.37202  -0.438
C: -0.34177 0.19954 0.76537  -0.396
C: 1.05222 0.11243 0.08027  -0.444
C: 2.17728 1.01349 0.67407  0.274
C: 3.49217 0.85048 -0.17436  -0.631
C: 1.73093 2.47724 0.53671  -0.630
O: 2.41092 0.77945 2.07633  -0.529
C: 2.68714 -0.46544 2.58721  0.646
O: 3.01301 -1.46740 1.94503  -0.587
H: -1.72839 -1.82370 -3.06197  0.200
H: -0.54737 -2.61408 -1.77822  0.198
H: -2.89857 0.82281 -0.96924  0.203
H: -3.01524 -0.04323 -2.50690  0.208
H: -4.24050 -1.04649 0.17698  0.199
H: -4.43652 -1.86066 -1.39961  0.210
H: -5.09705 -0.25163 -1.13253  0.208
H: -2.14951 -1.06126 1.06292  0.210
H: -0.74378 -1.96499 0.54031  0.216
H: -0.86893 1.14048 0.51728  0.199
H: -0.26843 0.22936 1.83468  0.209
H: 0.93268 0.31421 -0.98510  0.224
H: 1.41124 -0.93398 0.13786  0.228
H: 3.31212 1.11718 -1.20325  0.214
H: 3.81488 -0.16831 -0.17965  0.230
H: 4.29146 1.47776 0.28012  0.213
H: 1.84390 2.88631 -0.47483  0.221
H: 2.41019 3.08634 1.13326  0.218
H: 0.71611 2.69522 0.90308  0.215
H: 2.62346 -0.56386 3.65540  0.138

* charge: 0
* F_max: 3.5 eV/A
* E_HOMO: -9.10 eV



The following is a DFT calculation (ωB97M-V with the def2-TZVPD basis set) of a 2-piece molecular cluster, C11H20S overall.

Each line ends with the natural charge from an NBO analysis.
Positions of all 32 atoms, in Å:
C: 1.12885 -1.75765 0.90416  -0.345
C: -0.01149 -2.49099 0.40404  -0.110
C: 2.52814 -1.79361 0.17732  -0.368
C: 2.50586 1.61949 -0.52179  -0.396
C: 1.39250 1.24303 -1.57431  -0.399
C: 1.90847 0.80694 0.72898  -0.406
C: 1.13803 -0.26434 -1.38237  -0.441
C: 1.66886 -0.53613 0.00081  0.072
C: -2.29016 1.43171 0.66379  -0.619
C: -2.45714 -0.00808 1.20392  -0.396
C: -3.25731 -0.92689 0.24677  -0.562
S: -2.32264 -1.29591 -1.22651  -0.293
H: -0.78297 -2.99439 1.00170  0.216
H: -0.13685 -2.79117 -0.58370  0.208
H: 3.41382 -1.97063 0.66738  0.228
H: 2.40753 -2.43550 -0.69188  0.210
H: 3.50808 1.17706 -0.77855  0.210
H: 2.43806 2.71510 -0.32814  0.220
H: 0.45017 1.76410 -1.55802  0.217
H: 1.80195 1.40668 -2.60419  0.208
H: 2.63055 0.77737 1.57432  0.213
H: 1.00234 1.22530 1.00543  0.215
H: 0.15902 -0.43719 -1.42981  0.251
H: 1.68233 -0.81082 -2.18148  0.208
H: -1.73952 1.27399 -0.18333  0.212
H: -3.23021 1.81640 0.47036  0.206
H: -1.78209 2.30527 1.25706  0.202
H: -3.05358 0.06147 2.19663  0.189
H: -1.50488 -0.60903 1.67154  0.194
H: -3.54337 -1.89978 0.67267  0.209
H: -4.18623 -0.44006 -0.08143  0.216
H: 1.24516 -1.75404 1.94206  0.232

* charge: 0
* F_max: 4.7 eV/A
* E_HOMO (alpha / beta): -7.27 / -7.27 eV



The following is a DFT calculation (ωB97M-V with the def2-TZVPD basis set) of C11H21AlClO5 as an isolated structure.

Each line ends with the natural charge from an NBO analysis.
Positions of all 39 atoms, in Å:
C: -0.75339 -3.44760 1.80633  -0.628
C: -0.82192 -2.02066 1.28776  -0.046
O: 0.42428 -1.63100 0.76816  -0.959
Al: 1.54300 -0.90485 1.96031  1.552
C: 0.87288 -1.00126 3.83840  -1.272
Cl: 3.44558 -2.07668 1.86093  -0.662
H: -0.63784 -4.13001 0.96450  0.193
H: 0.12737 -3.56230 2.43490  0.214
H: -1.64261 -3.73421 2.37038  0.185
H: -1.15853 -1.33624 2.07537  0.148
H: -1.58377 -1.97231 0.49754  0.134
H: 1.81101 0.62764 1.57536  -0.480
H: 0.31174 -0.10265 4.10693  0.207
H: 0.23102 -1.86160 4.04194  0.203
H: 1.70522 -1.07672 4.54271  0.213
O: -4.30532 -3.85700 -3.35474  -0.575
C: -3.57982 -2.90619 -3.38120  0.793
O: -3.92917 -1.71954 -2.83476  -0.491
C: -2.92413 -0.72325 -3.10540  -0.070
C: -1.64813 -1.50792 -3.38848  -0.436
C: -2.20337 -2.78601 -4.01566  -0.527
H: -3.25346 -0.13920 -3.96866  0.166
H: -2.84564 -0.06540 -2.24463  0.211
H: -0.94527 -0.96951 -4.01989  0.218
H: -1.14359 -1.74352 -2.45092  0.240
H: -2.33947 -2.69475 -5.09532  0.225
H: -1.61458 -3.67371 -3.80444  0.245
O: 0.24746 2.56136 0.53697  -0.526
C: 1.07701 3.40572 0.59164  0.792
O: 0.86733 4.62754 1.18362  -0.510
C: 2.02465 5.45548 1.02713  -0.067
C: 3.18825 4.49407 0.79023  -0.430
C: 2.49669 3.34412 0.06032  -0.538
H: 1.86273 6.12195 0.17470  0.163
H: 2.13469 6.05783 1.92644  0.187
H: 4.01197 4.94811 0.24228  0.209
H: 3.57140 4.14048 1.74769  0.215
H: 2.46179 3.49699 -1.02016  0.222
H: 2.91392 2.36281 0.27171  0.279

* charge: -1
* F_max: 0.6 eV/A
* E_HOMO: -4.95 eV



The following is a DFT calculation (ωB97M-V with the def2-TZVPD basis set) of C11H21B2EuF4N4O9PSe as an isolated structure.

Each line ends with the Löwdin spin population.
Positions of all 54 atoms, in Å:
Eu: -0.29998 0.77294 0.02084  6.896
C: 3.72922 -0.35846 -1.30816  0.006
C: 2.31052 -0.67426 -1.01516  0.039
N: 1.26232 -0.01606 -1.39836  -0.018
O: 1.38632 1.33264 -1.78756  -0.006
B: 1.97972 2.25564 -0.72906  0.000
F: 2.17612 1.37274 0.46664  -0.001
F: 3.16092 2.76874 -1.10966  0.000
O: 1.05682 3.30974 -0.30026  0.003
N: 0.25352 2.83804 0.76044  -0.014
C: 0.63432 3.06244 1.97194  0.021
C: 1.64442 4.05744 2.40984  0.004
C: 0.07902 2.08784 2.95134  0.011
N: -0.07338 0.93144 2.39544  -0.002
O: -0.45628 -0.13606 3.16444  0.002
B: -0.63508 -1.37136 2.41214  0.000
F: -1.47318 -0.95646 1.15994  -0.002
F: -1.33128 -2.27336 3.10284  0.000
O: 0.54842 -1.99606 1.78394  0.004
N: 0.99612 -1.27566 0.71104  0.009
C: 1.96692 -1.71726 -0.01756  0.010
C: 2.76222 -2.94966 0.21074  0.001
C: -0.08938 2.37254 4.39864  0.001
H: 3.81082 0.62144 -1.77136  0.000
H: 4.33162 -0.38596 -0.40386  0.001
H: 4.11972 -1.10506 -1.99896  0.002
H: 2.16602 4.46434 1.54444  0.000
H: 1.13442 4.87054 2.92864  0.001
H: 2.35222 3.60894 3.10294  0.001
H: 2.16342 -3.66766 0.76694  0.000
H: 3.10482 -3.38146 -0.72506  0.000
H: 3.63952 -2.71466 0.81484  0.000
H: 0.06062 3.42024 4.63774  0.000
H: -1.08918 2.06194 4.69864  0.000
H: 0.60682 1.76084 4.97264  0.001
O: -2.61368 -0.01966 -3.94656  0.000
Se: -2.64028 1.37454 -1.21126  0.009
O: -4.01418 1.21294 -1.88676  0.002
O: -2.55188 1.42454 0.34484  0.002
O: -1.43798 2.10444 -1.84756  0.004
C: -1.00448 -2.99476 -1.63506  0.001
P: -2.31838 -1.80056 -2.00256  0.002
C: -2.51158 -1.40266 -3.82286  0.000
C: -3.87308 -2.27486 -1.19986  0.000
O: -1.77688 -0.47996 -1.39326  0.003
H: -1.20108 -3.95186 -2.11106  0.000
H: -0.96778 -3.12456 -0.55176  0.000
H: -0.05188 -2.59106 -1.98206  0.000
H: -3.35338 -1.94206 -4.26186  0.000
H: -1.58948 -1.70016 -4.33276  0.000
H: -3.52568 0.29394 -3.88856  0.000
H: -4.18778 -3.25146 -1.55936  0.000
H: -4.65318 -1.54376 -1.41136  0.000
H: -3.71638 -2.32386 -0.12236  0.000

* charge: 0
* F_max: 3.5 eV/A
* E_HOMO (alpha / beta): -5.74 / -8.72 eV
* spin multiplicity: 8



Number 1: E -15825.741 eV. Number 2: E -22561.188 eV. Number 3: E -41109.771 eV. Number 4: E -142324.534 eV.